# 1
C33H55N6OSSbSi3Y as an isolated structure. Source: the Open Molecules 2025 dataset; level of theory: ωB97M-V with the def2-TZVPD basis set.

XYZ file:
```
101
Properties=species:S:1:pos:R:3:forces:R:3
C 1.75309 3.85390 3.26134 -0.2 -0.2 0.3
C -4.10024 4.73220 1.75459 -0.5 0.1 0.1
H 2.03601 -5.05815 -1.84605 -0.3 0.1 0.6
H -1.77511 -1.28114 2.67033 0.3 0.3 -0.2
C 0.05218 -6.29392 0.56201 -0.6 0.7 -0.2
H -1.88735 4.75083 -0.97346 -0.2 0.3 0.0
H -2.03992 5.03947 3.50863 0.4 0.2 0.2
Sb -1.14304 2.24641 1.47586 0.2 -1.0 0.4
H 3.97213 -3.78914 -3.13204 0.1 0.5 -0.6
H 2.72694 -0.43549 2.33476 -0.8 -0.4 -0.7
C 2.46804 0.90020 0.35180 0.3 -0.1 -0.4
C -4.53382 2.13495 0.46498 -1.2 -0.7 1.1
C -0.10300 -0.47645 -3.87744 0.1 -0.1 -0.9
H 3.39528 -3.37388 -0.14418 0.1 -1.3 0.1
N 0.43754 -4.07353 -0.96896 0.6 -0.2 0.6
H -1.88393 0.73098 -3.58013 0.1 0.4 0.2
H 1.71871 -3.08154 1.45179 0.2 -0.3 -0.1
H -4.80129 5.20291 1.01094 0.7 0.1 0.8
H -3.40589 5.43707 2.23399 -0.5 0.2 -0.6
H -4.17589 1.35593 -0.15461 0.4 -0.8 -1.0
H -0.10145 -2.91748 -6.34464 0.1 1.0 0.4
C -1.01975 4.88863 3.89848 -1.1 0.2 0.0
H 1.69111 -7.21196 -0.55923 -1.0 1.3 0.1
C 2.53991 -2.36101 1.43159 0.3 -1.8 0.3
H 3.25164 -2.61551 2.24916 -0.5 -0.1 -0.3
H -0.27016 5.13399 0.29566 -0.6 0.5 0.0
C -3.26330 1.96997 4.43259 0.8 0.6 0.8
H 1.31803 5.24551 0.79305 0.2 -0.4 0.3
N 2.29850 -2.76918 -5.69801 -0.6 2.0 0.4
H 5.24145 -2.35892 0.12913 0.2 0.4 0.8
H 3.45768 -0.26244 -2.70214 -0.2 0.5 -0.3
H -0.29815 0.20324 5.48350 -0.4 -0.5 0.5
C -3.54685 -1.57455 -0.57373 -0.4 0.3 -0.4
C -1.41159 -0.00236 -4.20530 1.2 0.5 1.9
H -0.17803 -7.11922 1.15438 0.1 -1.5 0.8
H -3.31587 -0.54398 2.94962 -1.0 0.0 -0.5
C 1.67462 -2.15555 -4.64364 -0.8 -0.3 0.7
H -3.57375 4.30690 -1.50244 0.3 0.6 0.1
H -1.54604 -5.25494 1.47625 -0.8 0.1 0.7
H 0.18119 1.86846 5.36789 -0.9 -0.3 -0.6
C -0.77923 -5.20868 0.75686 0.9 -0.1 -1.1
C 3.04867 1.04211 -1.08345 -1.9 -0.7 -1.4
Si -3.25366 3.43094 0.68063 0.2 -0.2 1.3
H -3.16298 -0.12813 -5.35806 0.9 -0.3 -0.1
H -2.91559 2.85497 5.04337 -0.7 -0.8 -0.7
C -1.65612 -1.53865 -6.06363 -0.5 2.2 1.5
C -2.13009 -0.51848 -5.22682 -1.4 0.0 -0.7
C -2.41849 -0.90615 -0.93243 1.1 -1.5 0.2
H 3.28503 0.91004 1.12713 -0.9 0.0 -0.8
S -3.26180 -3.18340 -0.11222 0.1 -0.4 0.6
H 0.63472 0.22334 0.79338 0.1 -0.6 -0.1
H -4.75114 4.34290 2.58507 0.7 0.0 -0.9
C -0.24847 1.01788 4.78380 1.4 0.6 0.6
H 2.05274 -2.42351 -6.62085 0.4 -0.6 0.0
H -2.51537 0.08313 -1.37182 0.5 -0.1 0.2
H -2.26851 -1.73389 -6.86805 -1.0 -1.3 -1.7
H -1.16677 4.29386 4.79454 0.3 -0.2 0.1
H 3.96735 -4.00061 -5.95667 0.6 0.1 0.4
H 2.27092 3.46566 2.36756 0.4 0.4 0.4
H -3.81127 1.28035 5.05789 0.0 -0.2 0.6
H 0.34485 6.42786 1.44249 -0.7 -0.2 0.0
C 3.46424 -3.36497 -5.24739 -1.1 -0.6 -0.6
C -1.52363 -3.01117 -0.31240 -1.3 1.6 -0.1
H -2.41092 -1.13644 4.29398 0.0 0.1 -0.2
C -0.61833 -4.14027 -0.10461 0.2 1.3 -1.3
H 3.86146 1.76318 -1.03332 0.4 -0.1 -0.2
H -0.58020 5.83850 4.17979 -0.1 0.3 0.2
H 2.17911 4.83913 3.67354 -0.4 -1.6 -0.7
C -2.32242 -0.60762 3.32643 0.4 -1.1 0.9
O 0.77073 -0.11593 -2.93847 -1.2 0.5 0.2
C -2.66404 3.99668 -0.95996 -0.8 0.1 -1.2
C 1.25880 -5.12702 -1.06066 0.0 0.4 -1.5
H -2.32002 3.18349 -1.60372 0.2 -0.3 0.4
H 1.20006 -1.28768 2.57945 0.6 1.0 -1.8
H 4.86186 -1.60561 -1.99888 0.1 -0.5 0.4
C 0.31279 -1.46187 -4.75669 3.0 -2.2 -0.5
H -5.45954 2.53082 0.00201 0.3 -0.2 0.4
H 1.75942 3.02255 4.00718 0.2 0.9 -0.3
H 5.48086 -0.24364 -1.19511 -0.6 -0.2 0.6
Si -1.76413 1.09682 3.72211 -0.2 0.9 -1.0
H 2.25634 1.47207 -1.81313 1.1 -0.6 1.4
N 1.52408 -0.26214 0.58345 0.2 1.0 -0.1
N 2.31870 -2.47392 -3.51739 -0.1 -0.1 -0.6
H 4.37091 -0.97776 0.95884 0.4 -0.2 0.0
H 1.82321 1.75359 0.50687 0.2 0.7 0.2
C 4.39639 -1.65650 0.10597 1.1 -0.5 -0.1
C -0.42191 -2.00091 -5.79839 0.0 -1.7 -1.0
H -4.78208 1.57249 1.41872 0.1 1.0 -0.9
C 1.96370 -1.02414 1.73696 -0.1 0.5 3.4
Si 0.01666 4.16069 2.56843 0.7 0.2 0.5
N 3.38395 -0.30164 -1.69954 -0.1 1.3 1.6
Y 1.18265 -1.64188 -1.46848 0.0 0.0 0.0
H -4.55802 -1.17088 -0.67940 0.3 -0.4 0.2
N 3.18648 -2.44986 0.13209 -1.1 1.4 -0.4
H 0.59653 0.72867 4.15433 0.0 0.0 -0.4
C -1.19823 -1.74508 -0.80596 -0.3 0.3 0.1
C 4.60028 -0.92921 -1.17942 0.3 0.7 -2.0
C 3.41657 -3.23832 -3.90120 0.1 -0.5 1.0
C 0.29984 5.35950 1.18895 1.1 0.7 -0.8
C 1.02352 -6.30856 -0.41475 1.5 -1.5 0.6
H -3.99010 2.24209 3.67477 0.2 0.4 -0.3
```
Forces are in eV/Å.

Output
F_max   3.78 eV Å⁻¹
ΔE to the lowest compared entry with this formula, charge and spin   251.4 kJ/mol
Net charge   +1

These are the Mulliken partial charges, in e, on atoms 1 to 6: atom 1 (C): -0.91, atom 2 (C): -1.15, atom 3 (H): 0.27, atom 4 (H): 0.15, atom 5 (C): -0.52, atom 6 (H): 0.36

=====

# 2
C33H55NP2W as an isolated structure. Source: the Open Molecules 2025 dataset; level of theory: ωB97M-V with the def2-TZVPD basis set.

XYZ file:
```
92
Properties=species:S:1:pos:R:3:forces:R:3
H 0.23974 3.82248 0.78661 0.0 -0.3 -0.1
H 2.96733 -2.65795 -0.15546 0.2 0.3 0.1
H 6.36786 2.91665 -5.11026 0.0 -0.4 -0.1
H 2.29634 1.51539 2.15475 -0.1 -0.2 0.1
H 1.18580 -2.41502 1.73349 -0.1 -0.4 0.0
H -1.96679 -5.35588 -0.74374 0.3 0.2 0.3
C -0.84508 0.00213 2.17338 -0.5 0.7 0.8
H 1.03414 -0.88268 -4.22603 0.0 -0.2 0.3
H 4.28556 0.93523 -1.12996 -0.4 -0.1 0.1
H -3.96048 0.15521 0.62044 0.1 -0.1 0.2
H 0.44726 3.07018 -0.80146 0.1 0.1 0.2
H -6.00405 -2.73905 0.50525 0.2 0.1 -0.3
H 6.89902 -0.60254 -5.42550 -0.2 -0.2 0.4
C 0.67695 -4.45660 1.21189 0.2 0.1 0.0
H 6.04052 -1.71658 -2.73814 0.0 0.3 0.0
H -3.10413 2.74612 0.04250 0.2 -0.2 -0.1
C 0.27568 0.84106 1.84366 -0.6 1.3 1.1
C 4.72701 -0.84513 -5.44981 0.1 -0.4 0.0
H 0.60247 2.07954 -2.75646 -0.2 -0.2 -0.1
C 6.53256 0.33156 -2.80326 0.3 -0.5 -0.2
P -0.39392 -0.14917 -2.42938 0.4 -0.4 -0.6
H -5.20049 -1.63832 -0.65363 0.0 -0.1 0.1
P 2.29191 -0.38552 -0.69454 1.1 0.4 -0.6
C 0.50575 -3.07321 1.17967 0.4 0.0 -0.1
C -0.23147 1.50231 -3.17917 0.0 0.2 -0.1
H 6.72032 1.29792 -5.70319 -0.4 0.2 0.2
C -4.03231 -4.31539 0.99405 -0.2 -0.1 -0.1
C 0.60124 2.91980 0.27312 0.3 0.1 -0.3
C -3.32224 -0.18372 1.44529 -0.1 -0.3 -0.2
H 1.96951 -0.14623 2.73654 0.0 0.3 0.0
C 6.12404 -1.11888 -4.84249 0.0 -0.5 -0.4
H -2.79840 -1.79123 -0.89951 0.1 -0.2 0.2
C 4.08807 0.46780 -5.10635 0.2 0.6 -0.3
C 3.41719 -1.66151 -0.03896 -0.2 -0.3 0.5
H 2.86444 1.99348 -0.93238 0.2 -0.3 0.1
C 3.36088 1.09216 -0.54981 0.1 0.3 0.2
H 0.81529 -2.16736 -3.00578 0.0 0.4 0.0
C -1.92755 0.32636 1.29124 -0.5 1.1 1.1
H -1.83542 2.77806 -1.18728 -0.2 -0.1 0.1
C 6.20874 -0.83688 -3.36951 0.1 0.2 0.4
H 8.00964 1.59616 -3.72502 -0.3 0.0 0.2
C 4.72886 1.61972 -4.87755 -0.4 -0.1 -0.1
H 3.59853 -1.46406 1.02851 0.0 -0.2 -0.3
C -0.17982 -5.28020 0.47396 0.2 0.2 0.0
H 4.80559 -0.95063 -6.54670 -0.1 0.0 0.3
H -3.18173 -4.49144 1.65885 -0.1 0.0 -0.2
C 6.91969 1.58093 -3.54371 -0.1 0.4 0.0
H 6.70695 2.44094 -2.89032 0.1 -0.2 -0.1
C -2.39897 2.11733 -0.52245 -0.2 0.1 -0.3
H -1.49719 -1.82929 3.09611 0.1 0.2 0.1
H 0.02007 -1.16844 3.75504 -0.2 0.0 -0.1
H 2.99316 0.47113 -5.15882 0.3 0.1 0.0
H 4.37531 -1.62400 -0.57962 -0.3 0.1 0.1
H 3.64126 1.25136 0.50235 -0.1 0.0 -0.4
C 1.55177 0.86625 2.62361 0.2 0.0 0.2
H -2.73368 -0.36794 -2.89392 0.2 -0.2 -0.2
C -0.13609 1.72609 0.77189 -1.1 1.2 1.9
H -1.52653 -0.40403 4.16207 0.2 -0.1 -0.3
H 6.31028 -2.19865 -4.97616 0.0 0.4 -0.1
C -1.82069 -0.84850 -3.27393 -0.4 -0.1 -0.2
N -3.93817 -3.02974 0.31288 0.2 0.2 0.4
C -0.51343 -2.48929 0.40952 -1.2 1.5 0.4
H -4.11565 -5.15545 0.28071 0.0 0.0 0.2
W -0.19352 -0.29584 0.09099 2.7 -6.9 -4.4
C -2.83607 -2.86397 -0.63849 -0.7 0.1 -0.4
H -1.87677 -1.93051 -3.09217 0.0 0.3 0.0
C -1.50874 -3.34545 -0.11862 0.1 -0.1 -0.5
H -1.73706 -0.66497 -4.35558 -0.1 -0.1 0.3
C 2.36455 -0.70341 -2.51675 0.1 0.0 0.0
C -1.26636 -4.71848 -0.19128 0.1 0.0 0.0
C -0.96493 -0.90447 3.35566 0.1 -0.3 0.1
H 4.05590 -1.64949 -5.10902 0.1 0.1 -0.2
H 1.66926 2.84040 0.48310 -0.2 0.1 -0.1
H -4.94356 -4.29880 1.60792 0.3 -0.1 -0.2
H 6.65484 0.38961 -1.71563 -0.1 -0.1 -0.3
H -3.07740 -3.38829 -1.58744 0.1 0.0 0.1
H 1.48383 -4.88466 1.80711 -0.2 0.1 -0.2
H 2.79646 0.18782 -2.99591 -0.2 -0.2 0.2
H -0.07016 1.37384 -4.26128 0.0 0.1 0.3
C -1.49499 1.38137 0.41359 -0.4 1.0 1.2
H -3.76168 0.18453 2.38770 0.3 0.0 -0.3
H -1.16446 2.06211 -3.02958 0.3 -0.1 -0.1
H -0.01610 -6.35667 0.43877 0.0 0.3 0.1
H 3.10449 -1.50180 -2.66308 -0.1 0.2 0.0
C -5.22805 -2.66476 -0.26876 0.2 -0.2 -0.1
C 1.03243 -1.09401 -3.14412 -0.5 0.0 -0.1
C 6.21298 1.84501 -4.89606 0.4 0.4 -0.1
H 1.36278 1.25189 3.63697 0.0 -0.1 -0.3
H -3.00198 1.42405 -1.12758 0.2 0.2 0.1
H 4.14656 2.53137 -4.70489 0.0 -0.4 0.0
H -3.35547 -1.28370 1.46493 -0.1 0.3 0.0
H -5.49404 -3.34706 -1.09848 -0.1 0.2 0.1
```
Forces are in eV/Å.

Output
F_max   8.64 eV Å⁻¹
ΔE to the lowest compared entry with this formula, charge and spin   0.0 kJ/mol
Net charge   +2
<S²>   2.042
2S+1   3

These are the Mulliken partial charges, in e, on atoms 1 to 6: atom 1 (H): 0.34, atom 2 (H): 0.41, atom 3 (H): 0.39, atom 4 (H): 0.37, atom 5 (H): 0.60, atom 6 (H): 0.49